Molecular formula: C42H58F6I2N6O4PTeTl
Method: DFT, ωB97M-V/def2-TZVPD

Output
Kohn-Sham gap in eV: 4.84
HOMO in Eh: -0.0549
Total charge: -2
E_tot in Eh: -4241.2331

Each line ends with the Mulliken charge.
Cartesian coordinates (Å):
Tl -14.999 -16.198 1.959  0.770
I -16.256 -15.753 5.227  0.043
C -15.025 -16.338 6.788  -0.273
I -14.356 -14.645 8.035  -0.077
H -14.183 -16.670 6.285  -0.248
H -15.465 -17.080 7.431  0.480
O -18.321 -8.461 1.416  -0.572
C -17.163 -8.232 2.121  0.334
O -16.826 -7.121 2.321  -0.567
C -16.397 -9.444 2.444  0.158
C -16.376 -10.555 1.661  -1.107
C -15.606 -11.683 1.942  0.522
C -14.743 -11.620 3.025  -0.090
C -14.728 -10.516 3.829  -0.366
C -15.519 -9.422 3.553  -0.965
N -14.013 -12.744 3.320  -0.101
C -13.014 -12.987 2.546  -0.530
C -12.141 -14.115 2.907  1.064
C -10.810 -14.027 2.475  -0.757
C -9.935 -14.934 2.971  -0.347
C -10.371 -15.948 3.816  -0.828
C -11.728 -15.979 4.131  -0.083
N -12.566 -15.091 3.694  0.020
H -18.526 -9.385 1.472  0.285
H -16.937 -10.512 0.771  1.190
H -15.711 -12.608 1.313  0.208
H -14.052 -10.431 4.702  0.398
H -15.459 -8.608 4.196  0.525
H -12.715 -12.327 1.668  0.077
H -10.609 -13.216 1.745  0.294
H -8.919 -14.887 2.738  0.482
H -9.674 -16.683 4.193  0.425
H -12.163 -16.778 4.767  0.251
O -15.574 -18.524 -0.946  -0.687
H -15.530 -18.993 -0.106  0.099
H -14.827 -17.832 -0.912  0.385
C -11.320 -24.335 1.302  -1.506
C -12.080 -23.353 2.138  0.962
C -12.665 -22.218 1.589  -1.041
C -13.397 -21.331 2.416  1.130
C -13.889 -20.050 1.772  -1.128
C -13.462 -21.582 3.790  -1.114
Te -14.107 -20.151 5.198  -0.327
C -12.973 -22.790 4.313  1.002
C -13.286 -23.281 5.692  -1.633
C -12.226 -23.585 3.480  -0.896
H -11.838 -24.386 0.308  0.317
H -11.391 -25.313 1.737  0.405
H -10.313 -23.951 1.157  0.287
H -12.713 -22.065 0.533  0.318
H -13.898 -20.164 0.725  0.440
H -13.199 -19.232 1.949  0.274
H -14.907 -19.787 2.148  0.176
H -14.334 -23.200 5.865  0.395
H -12.887 -22.749 6.564  0.318
H -13.019 -24.345 5.884  0.332
H -11.781 -24.522 3.738  0.268
N -16.841 -14.830 1.923  -0.642
P -18.114 -15.021 1.054  -0.974
N -17.908 -14.714 -0.499  1.035
C -16.623 -15.100 -1.119  0.220
C -16.542 -14.577 -2.559  -0.761
C -17.140 -13.141 -2.650  -0.699
C -18.662 -13.284 -2.334  -0.893
C -19.004 -14.504 -1.450  -1.095
N -18.915 -16.519 1.234  0.920
C -18.027 -17.617 1.637  -0.050
C -18.831 -18.968 1.774  -1.109
C -20.313 -18.659 2.017  -0.837
C -20.826 -17.869 0.779  -0.932
C -19.814 -16.984 0.169  -0.479
N -19.454 -14.004 1.325  0.606
C -20.490 -14.296 2.314  -0.900
C -19.991 -13.854 3.702  -0.722
C -19.288 -12.502 3.656  -0.451
C -19.775 -11.810 2.419  -0.688
C -19.323 -12.572 1.217  -0.171
H -16.461 -16.179 -0.973  -0.072
H -15.857 -14.579 -0.577  -0.201
H -17.023 -15.277 -3.239  0.301
H -15.486 -14.563 -2.865  0.369
H -16.928 -12.720 -3.671  0.415
H -16.713 -12.442 -1.954  0.149
H -19.208 -13.353 -3.260  0.475
H -18.910 -12.342 -1.813  0.079
H -19.081 -15.389 -2.113  0.456
H -19.908 -14.342 -0.888  0.795
H -17.545 -17.253 2.591  -0.002
H -17.338 -17.828 0.820  0.004
H -18.298 -19.539 2.543  0.585
H -18.680 -19.477 0.811  0.343
H -20.333 -18.091 2.984  0.180
H -20.769 -19.624 2.224  0.560
H -21.709 -17.214 1.024  0.311
H -21.229 -18.502 0.005  0.462
H -20.359 -16.205 -0.380  -0.007
H -19.186 -17.518 -0.516  0.563
H -20.742 -15.351 2.312  0.307
H -21.428 -13.815 1.979  0.359
H -19.329 -14.600 4.101  0.189
H -20.757 -13.765 4.499  0.448
H -18.218 -12.675 3.551  -0.131
H -19.393 -11.925 4.574  0.585
H -19.454 -10.697 2.432  0.170
H -20.866 -11.713 2.415  0.458
H -18.267 -12.343 1.008  0.176
H -19.932 -12.208 0.414  -0.195
C -11.414 -16.334 -0.481  -1.887
C -12.626 -16.042 -1.424  1.260
O -13.829 -16.308 -1.018  -0.605
C -12.373 -16.763 -2.767  0.479
F -11.187 -16.439 -3.355  -0.306
F -13.281 -16.439 -3.722  -0.282
F -12.386 -18.087 -2.673  -0.263
C -12.463 -14.509 -1.630  0.194
F -11.274 -14.160 -2.132  -0.324
F -12.495 -13.821 -0.429  -0.109
F -13.407 -13.944 -2.380  -0.248
H -11.517 -17.331 -0.150  0.472
H -11.522 -15.676 0.374  0.296
H -10.489 -16.217 -1.063  0.428